ORCA calculation (the ωB97M-V functional and the def2-TZVPD basis) on a 2-piece molecular cluster, C26H28F2N2O5 overall in a non-equilibrium geometry.

```
63
C26H28F2N2O5 the ωB97M-V functional and the def2-TZVPD basis
H 3.30 1.23 -2.62
H -2.67 -0.54 -5.44
C 0.25 6.30 1.06
H -1.19 -3.16 -0.50
O 2.70 4.08 2.65
H -3.34 -2.08 -6.03
H -1.70 5.80 0.29
H -2.76 -1.27 -0.70
C 2.74 0.85 4.42
H -4.40 -0.88 -5.25
C 2.56 2.21 4.15
F 2.41 0.37 5.64
H 1.39 0.77 0.34
C -4.07 -4.13 -1.83
H 0.18 7.35 0.80
H 1.98 -2.07 2.13
O -3.51 -4.48 -2.86
C 1.56 -0.49 -2.82
H 2.17 2.86 4.93
H 4.28 -1.85 3.09
H -6.13 -4.35 -1.31
C 3.42 -1.48 3.65
C 1.53 4.47 2.03
C -0.81 5.43 0.78
C 2.89 2.74 2.90
C 0.12 -0.81 -0.42
H 2.11 -0.37 -3.74
C 2.17 -2.23 3.19
H 0.50 2.55 1.99
H -0.43 -0.93 0.50
H -5.00 -5.24 -0.26
N -3.14 -1.93 -3.94
H 1.29 -1.90 3.76
H 3.56 3.38 0.73
O 3.78 2.44 0.72
C 3.25 0.00 3.41
C 1.15 0.15 -0.50
C 3.59 0.55 2.17
C 3.43 1.91 1.92
H -1.52 3.40 0.89
C 1.87 0.31 -1.70
H 3.99 -0.08 1.38
H -1.20 -3.35 -2.25
C 1.41 5.82 1.68
O 2.86 1.23 -1.78
C -0.20 -1.60 -1.54
H 2.29 -3.31 3.36
O -3.15 -0.03 -2.75
H -5.35 -5.83 -1.90
H 0.28 -2.04 -3.61
C -0.70 4.08 1.11
N -3.73 -3.04 -1.13
C -3.02 -1.25 -2.79
F 2.42 6.69 1.93
C -2.73 -2.02 -1.49
H 3.60 -1.68 4.71
H -4.26 -2.87 -0.29
C 0.46 3.60 1.74
C -5.22 -4.94 -1.28
C -3.40 -1.33 -5.24
H -3.07 -2.94 -3.88
C 0.52 -1.44 -2.74
C -1.31 -2.62 -1.44
```

Properties
Molar mass in g/mol: 486.51
HOMO-LUMO gap in eV: 8.850
HOMO in eV: -8.34
SMILES: CNC(=O)[C@H](Cc1ccc(O)cc1)NC(C)=O.CCc1cc(O)c(Oc2ccccc2F)cc1F

***

ORCA calculation (the ωB97M-V functional and the def2-TZVPD basis) on C26H28GeN6S2Ti as an isolated structure in a non-equilibrium geometry.

```
64
C26H28GeN6S2Ti the ωB97M-V functional and the def2-TZVPD basis
C 2.71 3.03 0.68
H -3.44 -0.82 -1.14
H 3.84 -1.38 -4.40
N -0.83 0.86 1.81
H 4.49 2.79 1.96
H 0.28 -1.92 3.08
H -3.71 -5.02 -0.27
C -1.84 -4.00 0.20
H 2.29 -1.41 2.13
N 1.33 1.10 0.24
C -3.15 -4.07 -0.23
C 2.14 1.73 -3.43
C -1.20 -2.83 0.02
Ti -0.48 0.09 -0.39
N -1.77 -1.72 -0.39
C -0.60 0.00 2.79
H -0.28 -0.81 -2.71
H 2.45 -1.47 0.33
H 0.89 -2.75 -0.55
C 2.78 -1.47 -4.17
H 1.21 2.93 -0.81
C 0.27 -2.65 0.36
H -1.58 3.57 3.52
H 4.73 -0.08 -2.17
C -0.30 -1.43 2.34
H 2.96 4.04 0.38
C -4.10 2.85 -2.07
C -3.63 1.83 -1.19
Ge 2.21 -0.14 -2.73
C 1.87 -1.05 1.17
C 3.53 2.33 1.60
N 0.42 -1.38 1.02
H 0.53 -3.45 1.07
H -4.77 -3.01 -1.21
H 3.85 0.30 2.36
C -3.04 -1.73 -0.76
C 2.12 0.42 1.21
C -1.22 2.57 3.38
S -4.07 0.37 1.18
H 2.19 -1.33 -5.10
C -0.89 1.70 4.42
H 3.94 -1.32 -1.20
H -0.87 2.04 5.46
C -1.15 2.15 2.08
C 3.22 0.98 1.79
H 3.06 2.24 -3.24
H 1.27 2.21 -2.99
H -1.27 -4.80 0.64
H 3.88 0.38 -0.78
H -1.42 2.68 1.17
H -0.44 -0.36 4.93
S -1.98 1.43 -1.71
C 3.81 -0.29 -1.62
H -1.24 -1.92 2.19
C -5.79 1.96 -0.18
H 1.98 1.68 -4.55
C 0.48 -0.40 -1.96
C -3.74 -2.92 -0.78
H 2.58 -2.54 -3.82
N -4.35 3.70 -2.79
N -6.89 2.32 -0.12
C -0.57 0.36 4.12
C 1.75 2.40 -0.01
C -4.43 1.44 -0.14
```

Properties
Energy above the lowest of the compared OMol25 structures with the same formula, charge and spin in kJ/mol: 218.0
<S²>: 0.77
Net charge: -1
Molar mass in g/mol: 609.16
HOMO-LUMO gap (alpha / beta) in eV: 4.577 / 6.188
HOMO (alpha / beta) in eV: -2.45 / -4.07
Spin multiplicity: 2

***

ORCA calculation (the ωB97M-V functional and the def2-TZVPD basis) on C26H28I2N10O7SV as an isolated structure in a non-equilibrium geometry.

```
75
C26H28I2N10O7SV the ωB97M-V functional and the def2-TZVPD basis
V -1.78 -0.44 -0.47
H 1.93 -1.62 -4.16
C -2.14 -5.16 -5.07
H 1.00 0.42 -1.71
C -0.19 -2.63 1.75
N -4.32 -0.45 -0.28
C 2.42 -1.94 -3.25
C 0.32 -1.38 1.42
H -5.02 5.02 -3.11
O -2.74 -5.82 -6.09
H 3.24 -1.66 3.11
H 4.10 -2.92 0.00
C -4.27 4.23 -3.08
C 2.13 0.34 1.62
O -5.28 -1.15 -0.11
H -4.78 3.28 -2.94
H 1.38 1.08 1.90
H 3.01 0.50 2.26
N -2.21 1.60 2.48
H 2.54 1.50 0.01
H 1.19 1.32 -3.16
C -3.74 -4.94 -6.61
C -1.13 -5.60 -4.25
H -2.27 1.75 1.48
H -5.34 -1.49 1.83
H -3.76 4.21 -4.04
H 0.08 -4.52 2.74
H -2.78 5.45 -2.08
C 3.61 -0.24 -0.25
H -0.71 -6.59 -4.36
C 3.26 -1.36 -1.20
C -3.29 4.49 -1.93
N -4.86 -0.88 2.47
I -2.08 -3.14 0.98
C 1.58 -1.03 1.93
H -2.47 2.48 2.92
C 2.77 -3.27 -3.08
C -0.67 -4.71 -3.28
H 3.64 -4.68 -1.71
C -2.68 -3.89 -4.95
C 0.50 -3.54 2.52
O -3.66 -3.71 -5.89
H -3.81 4.54 -0.98
C 3.62 -2.67 -0.94
O -0.30 -0.50 0.65
H 4.29 0.44 -0.78
N -3.19 0.66 2.86
I 2.83 -4.54 4.17
O -3.80 -0.20 -1.39
H 0.12 -4.99 -2.60
C -0.68 -2.55 -2.09
C 3.37 -3.65 -1.89
H -3.15 0.39 3.83
C -2.28 3.40 -1.82
C -0.46 1.81 -2.08
N 2.66 -1.00 -2.34
H 2.55 -3.99 -3.86
N 0.64 1.14 -2.34
C -3.91 -0.07 2.01
N -1.29 1.55 -1.08
C 1.74 -3.19 3.01
C 2.27 -1.93 2.72
H 4.16 -0.64 0.60
N -3.58 0.10 0.70
N 2.43 0.51 0.20
O 0.19 -2.90 -1.32
H -4.73 -5.39 -6.46
O -1.23 -1.34 -2.04
S -0.96 3.23 -2.96
C -2.25 -3.00 -4.00
C -1.22 -3.44 -3.15
H -2.68 -2.01 -3.90
H -5.08 -0.90 3.45
N -2.28 2.49 -0.92
H -3.55 -4.76 -7.67
```

Properties
Energy above the lowest of the compared OMol25 structures with the same formula, charge and spin in kJ/mol: 213.1
<S²>: 2.01
Net charge: +1
Molar mass in g/mol: 929.39
HOMO-LUMO gap (alpha / beta) in eV: 6.479 / 6.540
HOMO (alpha / beta) in eV: -10.02 / -10.03
Spin multiplicity: 3

***

- molar mass of number 1 (C26H28F2N2O5)?
  486.51 g/mol

***

- Which value of molar mass does entry 3 give?
  929.39 g/mol

***

- Which of these has the highest molar mass?
  C26H28I2N10O7SV